No. 1
A molecular structure, C35H43ClN2OsSi2 in a non-equilibrium geometry, computed with the ωB97M-V functional and the def2-TZVPD basis.

Properties
HOMO level (spin up / spin down)   -12.239 / -12.654 eV
<S²>   6.051
Orbital gap (spin up / spin down)   6.18 / 2.75 eV
Net charge   +2
ΔE to the lowest compared entry with this formula, charge and spin   87.8 kcal per mole
Spin multiplicity   5
E_tot   -2597.9422 hartree

Last column: Löwdin spin population.
Atoms and positions in Å:
C -2.139501 -0.660641 3.038112  0.02
C -2.790258 0.158250 2.067596  0.03
C -3.370579 -0.706560 1.085934  0.01
H -2.796035 1.254212 2.060977  0.00
C -3.085302 -2.036782 1.440200  0.11
C -2.322998 -2.030712 2.646256  0.03
H -2.009437 -2.908649 3.185804  0.00
H -1.667118 -0.328776 3.942694  0.00
H -3.913191 -0.421953 0.194151  0.00
H -3.437251 -2.923412 0.929237  0.01
Os -1.384092 -0.965506 1.176012  0.68
Si 2.638263 1.178423 -0.999189  0.01
C 1.347712 2.502343 -1.212504  0.04
C 1.698895 3.490938 -2.148016  0.00
H 2.646345 3.420041 -2.675784  0.00
C 0.846187 4.550170 -2.443831  0.01
H 1.138395 5.303298 -3.178583  0.00
C -0.396243 4.645532 -1.828345  0.03
H -1.084068 5.457140 -2.079574  0.00
C -0.763272 3.668791 -0.909258  0.00
H -1.753899 3.707203 -0.459256  0.00
C 0.105623 2.632059 -0.578143  0.02
H -0.240883 1.915091 0.163771  0.00
C 1.913110 -0.560388 -0.776247  0.10
C 0.509740 -0.802598 -0.588262  0.26
H -0.083474 0.059182 -0.165657  0.05
C 0.014662 -2.224665 -0.326935  0.30
H -0.892950 -2.609239 0.255889  0.04
C 1.019471 -3.235541 -0.085089  0.10
H 0.599593 -4.195234 0.241859  0.00
C 2.348847 -2.928958 -0.253190  0.12
H 3.091630 -3.706614 -0.102205  0.00
C 2.776824 -1.642113 -0.643886  0.09
H 3.835460 -1.487192 -0.839406  0.00
H -0.034958 -0.063046 1.767813  0.13
Si -0.880868 -1.314080 -1.735090  0.52
C -0.536024 -2.409323 -3.311718  0.10
C -1.295328 -2.265563 -4.480669  0.04
H -2.131045 -1.560228 -4.493498  0.00
C -0.953754 -2.968802 -5.638293  0.00
H -1.562483 -2.862901 -6.535955  0.00
C 0.206680 -3.745100 -5.685024  0.03
H 0.514796 -4.240914 -6.611449  0.00
C 1.018227 -3.823028 -4.554975  0.02
H 1.985634 -4.337510 -4.608847  0.00
C 0.625406 -3.195840 -3.368558  0.02
H 1.237570 -3.291453 -2.475010  0.00
C -1.123310 0.312700 -2.790892  0.33
C -2.365550 0.953410 -2.787696  0.03
H -3.148435 0.549901 -2.134612  0.01
C -2.592906 2.065135 -3.614894  0.17
H -3.541557 2.590464 -3.572768  0.01
C -1.606035 2.494063 -4.499131  0.17
H -1.783304 3.334834 -5.172186  0.01
C -0.386692 1.824120 -4.556052  0.00
H 0.377307 2.160512 -5.255096  0.00
C -0.144520 0.729205 -3.711469  0.22
H 0.810629 0.194626 -3.794318  0.00
H 3.544083 1.016905 -2.025217  0.00
Cl 3.547895 1.615571 0.789130  0.01
C 0.238415 2.906153 2.692508  0.00
N 0.050805 1.839733 3.648213  0.01
C -0.933639 2.191645 4.661201  0.00
C 1.278607 1.225692 4.094260  0.00
C 1.117234 -0.145989 4.771027  0.00
N 1.026042 -1.267589 3.850642  0.06
C 2.207304 -1.487613 3.009231  0.01
C 0.616802 -2.492679 4.535534  0.00
H 0.993061 2.617412 1.942698  0.00
H 0.602775 3.834367 3.174595  0.00
H -0.719333 3.137985 2.194266  0.00
H -0.604895 3.020457 5.321027  0.00
H -1.857247 2.519554 4.149736  0.00
H -1.181328 1.319655 5.282258  0.00
H 1.956771 1.138453 3.236519  0.00
H 1.775098 1.856768 4.861035  0.00
H 1.994300 -0.270696 5.437591  0.00
H 0.219705 -0.167615 5.403053  0.00
H 3.126966 -1.681400 3.602914  0.00
H 2.022904 -2.362389 2.366048  0.00
H 2.374736 -0.622581 2.348537  0.00
H -0.288659 -2.288610 5.126213  0.00
H 0.399779 -3.276536 3.795762  0.00
H 1.402126 -2.874966 5.216496  0.00

Forces on the atoms, in the same order (eV/Å):
C -1.2818 -0.0998 1.3410
C -1.1929 1.8816 0.9562
C -2.5336 0.6493 -0.7039
H -0.1261 -0.6314 0.0543
C -2.6990 -1.4698 1.2803
C -1.2359 -0.3336 1.0394
H 0.3026 0.0404 -0.0445
H 0.4392 0.0907 -0.1743
H -0.0568 0.1386 0.2529
H 0.2368 0.0371 -0.1288
Os 8.6055 -0.8184 -3.6282
Si -1.7854 -0.1549 2.2726
C 0.1509 0.1390 -0.8144
C -0.2168 0.1948 -0.1714
H -0.0454 0.0772 0.0550
C 0.3154 0.1924 -0.3054
H 0.0053 -0.2368 0.2499
C -0.1669 -0.1350 -0.0998
H 0.2764 -0.2440 0.1235
C -0.1125 -0.1315 0.1833
H 0.2322 0.0301 0.0649
C -0.5264 -0.0824 -0.2040
H 0.1860 0.1522 -0.0691
C 0.3792 -0.8697 0.2961
C -0.1084 0.3857 0.4665
H 0.7171 -0.1172 -0.2436
C 1.6770 -0.9612 2.4192
H -0.1155 0.5122 0.0287
C -0.0095 0.4606 -0.2497
H 0.7715 0.1996 -0.1553
C -0.6379 -1.2414 0.1312
H -0.0641 0.1104 0.0559
C -0.2739 1.3008 -0.5899
H -0.0757 -0.0363 0.1814
H -1.0134 -0.0873 0.4264
Si -1.1109 0.2730 -3.9442
C 0.2770 0.2866 0.7444
C -0.1480 0.1745 -0.1587
H 0.0486 -0.4292 -0.0735
C 0.0679 0.1050 -0.1709
H 0.1020 -0.0317 0.2571
C -0.0918 0.2509 -0.0320
H -0.2314 0.1878 0.3833
C 0.2388 0.0893 0.3028
H -0.5394 0.0634 0.1123
C -0.0022 0.0172 -0.0638
H -0.0341 -0.0984 -0.3691
C -1.4316 -0.6122 0.7595
C -0.3607 0.4763 -0.4115
H 0.2162 0.4445 -0.2561
C -1.0043 -1.2602 1.5951
H 0.0556 -0.0644 -0.0022
C 1.5545 0.2003 -0.8938
H -0.0223 -0.2303 0.2365
C 0.2713 -0.0992 0.1488
H -0.1715 -0.1498 0.1542
C 1.0513 1.1870 -1.3577
H -0.3946 0.1538 0.0692
H 1.4306 0.1582 -1.6128
Cl 0.2319 -0.0934 -0.0570
C 0.2805 0.3091 0.0980
N -0.7971 -0.5631 -0.5752
C 0.0844 0.0811 -0.0680
C 0.1471 0.1251 0.9576
C 0.4540 0.1078 -0.1775
N -0.3016 -0.4326 -0.5657
C -0.1485 0.0482 0.1980
C 0.1849 0.1534 -0.0312
H -0.3549 0.0844 0.2600
H -0.0926 -0.0770 -0.1529
H 0.3534 -0.0430 0.1203
H -0.0585 -0.2605 -0.1232
H 0.3314 -0.1175 0.2737
H 0.0584 0.3583 -0.0610
H -0.1325 0.1089 0.2503
H 0.0569 0.0190 -0.3237
H -0.2345 -0.0371 -0.0238
H 0.2727 0.0779 -0.0548
H -0.2905 0.1043 -0.1918
H 0.0657 0.2716 0.2874
H 0.0378 -0.3200 0.2786
H 0.2497 -0.1575 -0.1222
H 0.0559 0.1482 0.1900
H -0.2426 0.0702 -0.0993

No. 2
3 unconnected molecules or ions with the total composition C3H12NO3, computed with the ωB97M-V functional and the def2-TZVPD basis.

Properties
HOMO level   -14.455 eV
Orbital gap   11.42 eV
Net charge   +1
ΔE to the lowest compared entry with this formula, charge and spin   6.0 kcal per mole
E_tot   -401.7395 hartree

Last column: Mulliken charge in e.
Atoms and positions in Å:
O 2.869380 -0.562670 -0.840091  -0.44
C 2.370858 -0.819476 0.216292  -0.09
C 0.913686 -0.439603 0.483099  0.23
C 0.886832 0.787122 1.409153  -1.22
N 0.333235 -0.080453 -0.856146  -0.26
H 2.898336 -1.294365 1.059407  0.40
H 0.296119 -1.251875 0.858806  0.48
H 0.462108 1.661293 0.909444  0.32
H 1.892640 1.130726 1.650969  0.38
H 0.335561 0.583368 2.321385  0.31
H -0.668957 0.105335 -0.742799  0.19
H 0.580067 -0.778082 -1.570183  0.35
H 0.717921 0.814122 -1.160042  0.37
H -2.288206 2.302454 -0.723282  0.31
H -2.587798 1.618501 -2.077475  0.31
O -2.161876 1.482508 -1.220664  -0.63
H -2.610728 -1.102093 0.416733  0.32
H -2.304105 -2.522082 -0.102066  0.29
O -1.935074 -1.634729 -0.032539  -0.62

Forces on the atoms, in the same order (eV/Å):
O 0.2534 -0.0998 -0.1873
C -0.6129 -0.1663 0.3374
C 0.2824 0.2829 -0.3591
C 0.1128 0.2203 -0.0949
N 0.2276 0.5265 0.3864
H 0.1499 0.0838 -0.0817
H 0.1906 -0.1077 0.0598
H -0.3214 -0.1701 0.0179
H 0.0702 -0.2572 0.2367
H 0.0234 0.1044 0.0371
H -0.3013 -0.4923 -0.4931
H -0.4523 0.1900 0.2077
H 0.2939 -0.1054 -0.1836
H -0.1008 -0.1339 -0.2191
H 0.0171 0.0055 0.1818
O 0.2011 0.0689 0.1526
H 0.1109 -0.3088 -0.2235
H -0.0373 0.0437 0.0117
O -0.1073 0.3155 0.2130

No. 3
A gas-phase ion, C24H34N3O5 (charge +1), computed with the ωB97M-V functional and the def2-TZVPD basis.

Properties
HOMO level   -10.968 eV
Orbital gap   9.18 eV
Net charge   +1
ΔE to the lowest compared entry with this formula, charge and spin   0.0 kcal per mole
E_tot   -1475.1745 hartree

Last column: Mulliken charge in e.
Atoms and positions in Å:
C -3.584483 -4.736632 -1.455344  -0.90
O -3.798992 -3.492719 -0.822456  -0.46
C -2.796860 -2.933545 -0.114229  0.75
C -3.112796 -1.749087 0.559278  -0.71
C -2.163841 -1.083615 1.304702  -0.21
C -0.866450 -1.581459 1.388908  -0.16
N 0.128107 -0.936393 2.147202  0.06
C 0.236283 0.364479 2.416906  0.28
O -0.513429 1.245556 1.983278  -0.66
C 1.433588 0.708190 3.298681  -0.96
O 2.553756 -0.073127 2.952312  -0.52
C 2.947531 0.069277 1.630326  0.44
C 3.235155 1.301308 1.065534  -0.54
C 3.515223 1.404768 -0.284047  -0.53
C 3.492882 0.275636 -1.090071  0.33
C 3.577083 0.423817 -2.582906  -1.54
N 2.488623 1.275275 -3.050973  -0.26
C 1.144916 0.783741 -2.799209  -0.98
C 0.562337 1.474774 -1.548022  0.84
C -0.960159 1.416803 -1.524469  -1.05
N -1.554891 2.066200 -0.331416  1.03
C -3.025196 1.889829 -0.308600  -0.36
C -3.604357 2.536262 0.954193  -0.37
O -3.291681 3.902681 0.999455  -0.45
C -1.900204 4.090626 1.024092  -0.64
C -1.246007 3.511844 -0.234842  -0.33
C 3.295973 -0.970231 -0.511941  -0.23
C 3.029531 -1.091926 0.844330  0.74
O 2.759029 -2.274393 1.473432  -0.46
C 3.239125 -3.464053 0.881102  -1.08
C -0.554558 -2.771578 0.743913  -0.39
C -1.503187 -3.442935 -0.003593  -0.84
H -2.813276 -4.665173 -2.228006  0.34
H -4.534426 -4.995886 -1.918199  0.25
H -3.311612 -5.509949 -0.732292  0.36
H -4.129070 -1.391210 0.505986  0.54
H -2.436359 -0.202074 1.861317  0.71
H 0.901409 -1.523361 2.455736  0.36
H 1.203836 0.464575 4.340466  0.41
H 1.627164 1.784868 3.227529  0.37
H 3.232368 2.183739 1.686331  0.46
H 3.714720 2.366927 -0.726561  0.46
H 4.510917 0.920233 -2.857872  0.52
H 3.562608 -0.572173 -3.054816  0.33
H 2.623374 1.472988 -4.034166  0.29
H 0.510420 1.035348 -3.652671  0.54
H 1.117415 -0.306939 -2.668400  0.22
H 0.912256 2.505073 -1.587930  0.24
H 0.964792 1.010594 -0.648606  -0.61
H -1.284392 0.372713 -1.525363  0.25
H -1.366205 1.905766 -2.414581  0.51
H -1.158291 1.616328 0.549190  -0.43
H -3.261512 0.825738 -0.334050  0.17
H -3.446057 2.378547 -1.191289  0.43
H -4.692558 2.463999 0.948179  0.46
H -3.210943 2.028324 1.846503  0.21
H -1.733335 5.167086 1.072282  0.45
H -1.462775 3.611542 1.911618  0.26
H -0.168558 3.652500 -0.176605  0.32
H -1.638079 4.011821 -1.123994  0.39
H 3.319475 -1.850206 -1.135999  0.39
H 4.295935 -3.376510 0.620176  0.41
H 3.116410 -4.239939 1.635027  0.25
H 2.666612 -3.733855 -0.012805  0.38
H 0.437038 -3.182332 0.842519  0.47
H -1.231328 -4.368481 -0.484181  0.45

Forces on the atoms, in the same order (eV/Å):
C 0.0362 -0.2373 -0.1358
O -0.0885 0.2601 0.1429
C 0.1537 0.1880 0.1024
C 0.0155 -0.2667 -0.1515
C 0.0480 -0.0699 0.0534
C -0.2697 -0.1070 -0.3591
N 0.2714 -0.2354 0.3917
C 0.3564 -0.0576 -0.0931
O -0.0738 0.0884 0.2578
C -0.1126 0.2936 0.1520
O 0.3363 -0.1330 -0.1662
C -0.0857 -0.2553 -0.1481
C 0.0092 -0.1158 0.1519
C 0.0629 -0.1590 -0.0425
C 0.1257 0.0148 0.1341
C 0.0612 -0.0134 -0.0817
N 0.1965 0.0651 -0.4273
C -0.2033 0.2084 0.3615
C -0.2381 -0.1194 -0.1451
C 0.5173 -0.3031 -0.4242
N 0.1256 -0.2416 0.2990
C -0.7605 0.1069 0.3547
C 0.0067 -0.2425 -0.1863
O -0.1561 0.1626 -0.0141
C 0.2518 -0.0250 -0.1219
C -0.0071 0.7135 0.3991
C -0.0223 -0.0431 0.0465
C -0.1152 0.1580 0.3362
O -0.0331 0.4750 0.1335
C 0.0588 -0.3106 -0.1338
C -0.0080 0.3334 0.1501
C -0.3509 -0.1569 -0.1560
H -0.0167 0.0048 0.0387
H 0.1000 -0.0226 0.0169
H 0.0032 0.0312 -0.0124
H -0.1430 0.0470 0.0004
H -0.0293 0.0757 0.0342
H -0.0835 0.1705 -0.0206
H -0.0072 0.0725 -0.1093
H -0.0947 -0.1893 -0.0483
H -0.0078 0.0974 0.1025
H -0.0141 0.1638 -0.0570
H -0.0012 -0.1037 -0.0352
H 0.0501 0.0849 0.0802
H -0.0544 -0.0104 0.0699
H 0.0466 -0.0568 -0.0502
H -0.0469 0.0222 -0.0796
H 0.0152 0.0171 0.0540
H 0.0063 0.0318 0.1135
H -0.1411 0.0729 0.0691
H -0.1201 0.0047 0.1099
H -0.1522 0.0572 -0.4710
H 0.1409 0.0504 -0.0627
H 0.1293 -0.0595 0.0029
H 0.1007 -0.1254 -0.0237
H -0.0649 0.0031 -0.0295
H 0.1185 -0.1107 -0.0361
H -0.0264 0.0960 -0.0589
H -0.0255 -0.0959 -0.0557
H 0.0509 -0.1204 -0.0174
H -0.0381 -0.1137 -0.0713
H -0.0294 0.0230 0.0043
H 0.0184 0.0165 -0.0900
H 0.0295 0.0182 0.0345
H 0.1715 -0.0339 -0.0188
H 0.0071 -0.0939 -0.0636